[1]
Computed, not measured: a 4-piece molecular cluster, C13H34ClN4O9 overall, with ωB97M-V/def2-TZVPD.

The calculation puts the molecular weight at 425.9 g mol⁻¹. Its highest occupied orbital energy is -6.3 eV. The LUMO energy is 2.5 eV.

ORCA input file:
```
! RIJCOSX wB97M-V def2-TZVPD def2/J DEFGRID3
* xyz -1 1
Cl 3.655 3.138 -0.591
O 3.279 3.569 -1.882
O 4.204 1.831 -0.450
O 4.531 4.052 0.164
O 2.419 3.174 0.251
C 3.159 6.527 2.597
O 3.122 7.672 3.018
N 4.126 5.702 2.764
N 2.219 5.957 1.836
H 4.802 5.954 3.471
H 4.196 4.796 2.323
H 2.305 5.030 1.443
H 1.497 6.529 1.422
C -0.144 2.358 -2.945
O -0.793 1.557 -1.933
C -1.846 0.609 -2.432
C -2.516 -0.106 -1.266
N -3.349 -1.235 -1.622
C -4.298 -1.719 -0.620
C -3.691 -1.912 0.845
O -4.721 -2.212 1.771
C -5.663 -1.178 1.935
H 0.738 2.777 -2.461
H -0.688 3.272 -3.180
H 0.109 1.839 -3.870
H -1.462 -0.133 -3.132
H -2.610 1.105 -3.031
H -3.106 0.641 -0.733
H -1.821 -0.451 -0.500
H -2.735 -1.981 -1.915
H -4.853 -2.617 -0.892
H -5.137 -1.023 -0.625
H -3.113 -1.117 1.317
H -2.859 -2.605 0.724
H -6.372 -1.237 1.109
H -5.336 -0.166 2.170
H -6.361 -1.431 2.734
C 0.778 0.014 1.303
O 1.534 -0.916 1.973
C 2.805 -1.262 1.241
C 2.963 -2.834 1.135
N 2.144 -3.378 0.102
C 0.760 -3.568 0.472
C -0.192 -4.233 -0.616
O -0.709 -3.297 -1.603
C 0.242 -2.872 -2.558
H 1.316 0.962 1.333
H -0.109 0.107 1.929
H 0.371 -0.277 0.335
H 3.583 -0.781 1.834
H 2.703 -0.835 0.243
H 2.825 -3.250 2.134
H 4.009 -3.049 0.921
H 2.098 -2.728 -0.670
H 0.240 -2.712 0.903
H 0.891 -4.285 1.283
H -1.042 -4.626 -0.058
H 0.379 -5.076 -1.006
H -0.014 -3.096 -3.594
H 1.290 -3.170 -2.527
H 0.252 -1.808 -2.322
*
```



[2]
Computed, not measured: C13H34NO16S3V as an isolated structure, with ωB97M-V/def2-TZVPD.

The calculation puts the molecular weight at 607.6 g mol⁻¹. Its highest occupied orbital energy is -10.0 eV. For the energy above the lowest of the compared OMol25 structures with the same formula, charge and spin, the calculation gives 0.0 kJ/mol. The LUMO energy is -3.6 eV.

ORCA input file:
```
! RIJCOSX wB97M-V def2-TZVPD def2/J DEFGRID3
* xyz 0 1
O -2.365 4.849 -3.624
V -0.882 4.456 -3.102
O 0.153 5.638 -3.157
C -0.666 0.923 -0.809
C -0.771 2.030 -1.783
O -1.789 2.326 -2.402
O 0.246 2.754 -1.856
H -1.672 0.587 -0.557
H -0.201 1.309 0.098
H -0.069 0.110 -1.223
C -4.895 0.979 -2.063
O -4.614 2.235 -2.664
H -5.510 1.146 -1.179
H -5.520 0.422 -2.761
H -4.047 0.330 -1.844
H -3.678 2.414 -2.551
O 0.711 2.183 4.758
S -0.608 2.337 4.105
O -1.315 1.158 3.554
O -1.687 3.147 5.077
C -2.097 2.442 6.242
C -3.092 3.338 6.927
C -0.501 3.612 2.736
H -1.196 2.215 6.812
H -2.491 1.439 6.075
H -4.033 3.432 6.386
H -2.621 4.316 7.031
H -3.378 3.029 7.933
H -1.524 3.821 2.423
H 0.083 3.155 1.938
H 0.040 4.399 3.260
O -3.468 -3.913 -0.949
S -2.558 -4.193 0.120
O -2.738 -5.312 0.933
O -1.017 -4.286 -0.467
C -0.522 -3.303 -1.348
C 0.905 -3.773 -1.530
C -2.492 -2.743 1.212
H -0.690 -2.301 -0.954
H -0.947 -3.325 -2.352
H 1.539 -4.018 -0.678
H 1.594 -3.250 -2.193
H 0.895 -4.808 -1.873
H -2.811 -1.894 0.608
H -1.474 -2.680 1.597
H -3.227 -3.021 1.967
O 5.381 -1.203 1.221
S 5.074 -2.342 0.404
O 4.829 -3.685 1.038
O 3.916 -1.916 -0.691
C 3.825 -0.610 -1.231
C 3.140 0.353 -0.319
C 6.511 -2.683 -0.686
H 3.444 -0.636 -2.252
H 4.816 -0.164 -1.316
H 3.232 1.408 -0.575
H 3.369 0.349 0.746
H 2.084 0.082 -0.329
H 6.231 -3.076 -1.664
H 7.038 -3.522 -0.232
H 7.129 -1.792 -0.585
C 0.925 -0.025 -4.345
N 1.048 -1.436 -4.600
O 0.169 -1.927 -5.285
O 2.082 -1.981 -4.162
H 1.051 0.337 -3.325
H -0.021 0.327 -4.756
H 1.729 0.431 -4.923
*
```



[3]
Computed, not measured: a 2-piece molecular cluster, C13H34NO2P2SSi overall, with ωB97M-V/def2-TZVPD.

The calculation puts the molecular weight at 358.5 g mol⁻¹. Its highest occupied orbital energy is -10.6 eV. The LUMO energy is -2.4 eV.

ORCA input file:
```
! RIJCOSX wB97M-V def2-TZVPD def2/J DEFGRID3
* xyz 1 1
C 1.575 -1.857 3.185
C 2.068 -2.706 2.002
P 2.263 -1.720 0.439
Si 4.009 -2.554 -0.729
C 5.387 -1.321 -0.463
C 4.482 -4.252 -0.114
C 3.676 -2.639 -2.573
P 0.482 -2.366 -0.613
O 0.216 -1.114 -1.587
O -0.733 -2.129 0.425
S 0.428 -4.083 -1.459
H 0.901 -2.432 3.820
H 2.410 -1.530 3.802
H 1.036 -0.974 2.840
H 1.383 -3.536 1.810
H 3.030 -3.164 2.223
H 6.318 -1.722 -0.868
H 5.140 -0.423 -1.037
H 5.527 -1.024 0.575
H 3.762 -4.973 -0.508
H 4.514 -4.347 0.970
H 5.462 -4.494 -0.528
H 3.952 -3.632 -2.931
H 4.315 -1.916 -3.086
H 2.644 -2.439 -2.856
H 0.629 -0.347 -1.170
H -0.729 -2.821 1.092
C -4.525 3.039 1.946
C -3.659 3.962 1.086
C -3.418 3.465 -0.339
N -2.113 2.736 -0.576
C -0.982 3.702 -0.559
C -1.891 1.612 0.399
C -2.822 0.522 -0.084
C -2.705 0.605 -1.617
C -2.194 2.024 -1.914
H -4.032 2.100 2.196
H -4.779 3.530 2.884
H -5.459 2.801 1.436
H -2.715 4.177 1.590
H -4.169 4.921 0.999
H -3.392 4.297 -1.042
H -4.215 2.793 -0.653
H -0.924 4.178 0.415
H -1.146 4.450 -1.331
H -0.060 3.161 -0.757
H -0.846 1.317 0.293
H -2.054 1.962 1.414
H -3.843 0.718 0.245
H -2.536 -0.455 0.299
H -3.653 0.402 -2.108
H -1.989 -0.127 -1.983
H -2.839 2.605 -2.568
H -1.190 2.016 -2.331
*
```



[4]
Computed, not measured: C13H35F6HfN4O26S10 as an isolated structure, with ωB97M-V/def2-TZVPD.

The calculation puts the molecular weight at 1276.6 g mol⁻¹. Its highest occupied orbital energy is -12.7 eV. For the energy above the lowest of the compared OMol25 structures with the same formula, charge and spin, the calculation gives 0.0 kJ/mol. The LUMO energy is -5.7 eV.

ORCA input file:
```
! RIJCOSX wB97M-V def2-TZVPD def2/J DEFGRID3
* xyz 1 1
Hf -2.293 -1.614 -0.328
N -1.956 -2.553 1.653
S -0.647 -3.062 2.532
O -0.483 -4.458 2.534
O -0.480 -2.354 3.742
F 0.513 -2.549 1.609
S -3.078 -3.240 2.755
O -3.246 -2.384 3.863
O -3.231 -4.637 2.782
F -4.350 -2.778 1.870
N -0.763 -0.179 -0.893
S 0.696 0.252 -0.018
O 1.036 1.602 0.172
O 1.693 -0.734 -0.125
F -0.046 -0.135 1.338
S -0.282 0.667 -2.212
O 0.724 -0.056 -2.883
O -0.252 2.075 -2.140
F -1.585 0.495 -3.094
N -2.877 -2.201 -2.386
S -4.597 -2.245 -2.948
O -4.981 -3.151 -3.930
O -5.299 -1.028 -2.796
F -4.953 -2.932 -1.543
S -2.324 -2.506 -3.867
O -2.623 -1.455 -4.768
O -2.292 -3.840 -4.303
F -0.800 -2.249 -3.484
C 4.170 1.059 0.903
N 5.378 0.342 1.388
O 6.423 0.949 1.335
O 5.298 -0.823 1.708
H 3.451 1.120 1.712
H 3.796 0.484 0.062
H 4.552 2.012 0.558
O -3.494 0.261 -1.166
S -4.095 1.582 -1.162
O -5.113 1.929 -0.242
O -2.861 2.501 -0.939
C -2.971 3.934 -1.009
C -1.711 4.581 -0.477
C -4.627 2.003 -2.796
H -3.799 4.292 -0.389
H -3.197 4.269 -2.024
H -1.524 4.238 0.541
H -1.865 5.657 -0.498
H -0.834 4.259 -1.035
H -5.292 1.224 -3.150
H -3.753 2.149 -3.429
H -5.090 2.983 -2.690
O 0.440 -4.429 -2.677
S 0.504 -3.968 -1.344
O -0.464 -2.996 -0.840
O 0.332 -5.176 -0.373
C 1.021 -6.433 -0.711
C 0.019 -7.310 -1.438
C 2.169 -3.432 -0.997
H 1.225 -6.853 0.270
H 1.916 -6.252 -1.300
H -0.833 -7.476 -0.784
H 0.435 -8.308 -1.613
H -0.120 -6.940 -2.451
H 2.130 -2.909 -0.045
H 2.430 -2.775 -1.823
H 2.837 -4.276 -0.856
O -1.854 2.245 1.991
S -2.510 1.028 2.332
O -2.823 0.122 1.227
O -1.723 0.219 3.374
C -0.649 0.808 4.215
C -1.166 0.699 5.624
C -4.044 1.364 3.199
H -0.340 1.788 3.869
H 0.127 0.060 4.078
H -1.178 -0.316 6.009
H -2.065 1.282 5.820
H -0.453 1.193 6.297
H -4.545 0.408 3.014
H -4.678 2.178 2.873
H -3.759 1.322 4.246
O 4.953 5.097 -3.310
S 5.063 4.101 -2.308
O 5.522 2.780 -2.599
O 5.973 4.731 -1.157
C 6.907 3.883 -0.443
C 6.874 4.309 1.019
C 3.464 4.076 -1.498
H 7.886 4.131 -0.851
H 6.735 2.812 -0.488
H 7.605 3.642 1.475
H 5.858 4.185 1.402
H 7.105 5.353 1.224
H 2.736 4.265 -2.278
H 3.577 4.863 -0.756
H 3.295 3.152 -0.952
*
```